[1]
Entry from the Open Molecules 2025 dataset: C7H13N2O as an isolated structure in a non-equilibrium geometry (ωB97M-V/def2-TZVPD).

Results
Relative energy (zero: lowest compared OMol25 entry of this formula, charge and spin): 321.4 kJ/mol
Frontier orbital gap: 9.79 eV
E_HOMO: -13.50 eV
Charge: +1

XYZ file:
```
23
C7H13N2O ωB97M-V/def2-TZVPD
C -0.72163 1.53931 -1.08331
C 1.60173 -0.29679 -0.47733
C 0.34023 0.13134 0.35029
C -1.08929 -0.77538 -0.76417
C 2.06125 -1.70225 -0.13401
C -2.08866 -1.18497 0.34859
C 0.69518 2.51831 0.61013
N 0.09330 1.42984 -0.05272
N -1.32922 0.42909 -1.48642
O 2.02154 0.39301 -1.38432
H -0.95977 2.45925 -1.47627
H 0.06366 -0.09308 1.30240
H -0.54827 -1.60480 -1.26673
H 2.20049 -1.67566 0.91296
H 2.89411 -2.08409 -0.89087
H 1.26477 -2.38517 -0.33524
H -2.55846 -0.25582 0.61848
H -1.71055 -1.72399 1.14880
H -2.87300 -1.81985 -0.08851
H 0.08211 3.39016 0.36119
H 0.66068 2.23738 1.78569
H 1.76812 2.50434 0.32278
H -1.78612 0.41584 -2.36978
```

Atomic partial charges in e from the natural (NBO) method, atoms 1 to 5: C 0.421; C 0.574; C -0.130; C 0.064; C -0.722


[2]
Entry from the Open Molecules 2025 dataset: a 2-piece molecular cluster, C7H13N2O overall in a non-equilibrium geometry (ωB97M-V/def2-TZVPD).

Results
Relative energy (zero: lowest compared OMol25 entry of this formula, charge and spin): 31.1 kJ/mol
Frontier orbital gap (alpha / beta): 6.96 / 4.83 eV
2S+1: 3
E_HOMO (alpha / beta): -10.00 / -12.66 eV
Charge: +1
⟨S²⟩: 2.02

XYZ file:
```
23
C7H13N2O ωB97M-V/def2-TZVPD
C 1.99708 -0.55359 0.57986
C 2.06607 0.47778 -0.50110
C 0.79974 -1.08929 0.79524
C 0.95174 1.05120 -0.99466
C -0.47030 -0.80749 0.00566
C -0.35313 0.66890 -0.55092
C -1.79164 -1.20783 0.71338
N -0.34974 -1.55173 -1.30798
N -0.38082 1.82546 1.17539
O -1.39446 1.09219 -1.21189
H 2.73262 -0.79944 1.23804
H 2.99778 0.83726 -0.91400
H 0.68834 -1.80243 1.50708
H 1.12544 1.82357 -1.74551
H -1.64562 -2.00051 1.50508
H -2.57953 -1.53442 -0.08949
H -2.15889 -0.33199 1.26732
H 0.43795 -2.20253 -1.36372
H -0.62816 -1.21044 -2.20969
H 0.02918 2.71292 0.90766
H 0.22891 1.17424 1.71583
H -1.21901 2.01776 1.54934
H -1.08354 1.41039 -2.07092
```

Atomic partial charges in e from the natural (NBO) method, atoms 1 to 5: C -0.099; C -0.286; C -0.259; C -0.336; C 0.002


[3]
Entry from the Open Molecules 2025 dataset: a 2-piece molecular cluster, C7H13N2O2S overall in a non-equilibrium geometry (ωB97M-V/def2-TZVPD).

Results
Frontier orbital gap (alpha / beta): 4.44 / 7.37 eV
2S+1: 3
E_HOMO (alpha / beta): -1.30 / -5.30 eV
Charge: -1
⟨S²⟩: 2.01

XYZ file:
```
25
C7H13N2O2S ωB97M-V/def2-TZVPD
C -0.62568 -2.08884 -1.04990
C 0.78711 1.13741 -2.26532
C 0.04013 1.44216 2.22962
C -1.74152 -0.26507 1.72105
C 2.07658 0.12485 -0.32106
C -0.27844 0.57570 -0.07742
C -0.34056 0.22432 1.36752
N -0.75357 -1.79548 -2.32954
N 0.84463 0.70013 -0.77306
O -0.34845 1.17485 -2.70732
O 1.88519 1.35704 -2.73237
S -0.58977 -3.63195 -0.46058
H -0.03204 1.19523 3.28780
H 1.06055 1.76196 2.02314
H -0.62336 2.28060 2.02060
H -2.47821 0.51199 1.52739
H -1.97572 -1.13426 1.11289
H -1.79845 -0.54524 2.77163
H 1.96017 -0.96137 -0.22283
H 2.82775 0.34622 -1.08106
H 2.39434 0.54104 0.63787
H -1.16102 0.94602 -0.57470
H 0.36924 -0.58243 1.57908
H -0.72632 -0.81913 -2.61004
H -0.77258 -2.49577 -3.07339
```

Atomic partial charges in e from the natural (NBO) method, atoms 1 to 5: C 0.122; C 0.895; C -0.602; C -0.593; C -0.423


[4]
Entry from the Open Molecules 2025 dataset: C7H13N2O6S2Yb as an isolated structure in a non-equilibrium geometry (ωB97M-V/def2-TZVPD).

Results
Frontier orbital gap: 7.00 eV
E_HOMO: -12.52 eV
Charge: +1

XYZ file:
```
31
C7H13N2O6S2Yb ωB97M-V/def2-TZVPD
C 5.29102 -1.63649 -0.02191
C 4.68884 -0.36830 -0.82519
O 4.91318 -0.37315 -2.06761
O 4.00676 0.66842 -0.14595
C 2.95597 1.25376 -0.95473
C 1.64332 1.65012 -0.08025
C 0.78290 0.30919 0.08243
S -0.75309 0.54651 1.13955
O -0.52616 1.76124 2.06708
O -0.89584 -0.76482 1.94144
N -2.11022 0.93425 0.16654
S -3.60408 0.48706 0.89134
O -3.60006 0.46284 2.42655
O -4.59550 1.56116 0.49430
C -4.17618 -1.12403 0.14236
C -4.78420 -0.88493 -1.33830
N -5.92205 -0.25715 -1.48395
H 6.05393 -1.30804 0.76876
H 5.84088 -2.35331 -0.73381
H 4.46716 -2.25681 0.47657
H 3.32808 2.13276 -1.59471
H 2.57697 0.45494 -1.69984
H 1.03000 2.48301 -0.58393
H 1.98499 2.07115 0.93446
H 1.43451 -0.42021 0.69776
H 0.50478 -0.19972 -0.90205
H -3.25349 -1.79869 0.06897
H -4.95745 -1.55947 0.84754
H -4.24123 -1.26934 -2.27907
H -6.12920 -0.21726 -2.49618
Yb -1.95454 0.01532 4.06184
```

Atomic partial charges in e from the natural (NBO) method, atoms 1 to 5: C -0.721; C 0.789; O -0.566; O -0.538; C -0.079


[5]
Entry from the Open Molecules 2025 dataset: an isolated ion of composition C7H13N3 and charge +2 in a non-equilibrium geometry (ωB97M-V/def2-TZVPD).

Results
Relative energy (zero: lowest compared OMol25 entry of this formula, charge and spin): 319.5 kJ/mol
Frontier orbital gap: 9.29 eV
E_HOMO: -18.87 eV
Charge: +2
SMILES string: [H]/N=C1/C(C)=[N+](C)C(=[NH2+])[C@@H]1C

XYZ file:
```
23
C7H13N3 ωB97M-V/def2-TZVPD
C 0.04946 -0.10510 1.34270
C 0.07722 1.12860 0.45280
C -0.18128 -0.80390 -0.88362
C 0.34811 -1.33086 0.34276
C 0.13506 2.47284 0.95523
C -0.03445 -2.71333 0.86734
C 0.39528 1.60430 -1.88884
N -0.02727 -0.06789 2.56396
N 0.23945 0.78225 -0.76197
N -0.97463 -1.17991 -1.79671
H 1.41672 -1.18260 0.26082
H 0.53590 2.30095 1.92318
H -0.77027 3.13370 0.87349
H 0.62245 3.08041 0.20895
H -1.05798 -2.74831 1.13913
H 0.59795 -2.82668 1.80058
H 0.24343 -3.54598 0.19637
H 1.12980 2.28348 -1.54759
H -0.44396 2.24430 -2.13099
H 0.66029 0.86736 -2.74552
H 0.03029 -1.00917 3.03754
H -1.70009 -1.91003 -1.70474
H -1.29149 -0.47444 -2.50487
```

Atomic partial charges in e from the natural (NBO) method, atoms 1 to 5: C 0.246; C 0.446; C 0.699; C -0.402; C -0.728


[6]
Entry from the Open Molecules 2025 dataset: an isolated molecule of C7H13N3O4 in a non-equilibrium geometry (ωB97M-V/def2-TZVPD).

Results
Relative energy (zero: lowest compared OMol25 entry of this formula, charge and spin): 364.6 kJ/mol
Frontier orbital gap: 8.76 eV
E_HOMO: -7.88 eV
SMILES string: CCN/N=C/N=C(/OC)OC(=O)OC

XYZ file:
```
27
C7H13N3O4 ωB97M-V/def2-TZVPD
C 0.75110 0.99254 0.37963
C 2.36394 -0.69918 -0.00922
C 0.42230 -1.83302 -0.60669
C -3.96888 -0.43558 0.36748
C -0.16501 1.99003 -1.51954
C 4.34064 0.36577 0.70061
C -2.52967 -0.52060 0.85417
N 1.77516 -1.62454 -0.63200
N -0.41125 -1.02975 -0.06678
N -1.72649 -1.22137 -0.12503
O -0.00246 1.55360 1.11208
O 1.77758 0.24222 0.83210
O 0.85055 1.18805 -0.94123
O 3.68491 -0.62730 -0.07311
H 0.12224 -2.76068 -1.10549
H -4.36762 -1.43365 0.19413
H -4.58638 0.05786 1.11153
H -4.02643 0.12434 -0.56261
H -0.21361 2.95708 -1.01614
H -1.13110 1.49274 -1.43498
H 0.10933 2.10779 -2.56348
H 4.01595 1.36750 0.41412
H 5.39962 0.24007 0.49017
H 4.14859 0.21640 1.76370
H -2.08996 0.47099 0.97599
H -2.49286 -1.02413 1.83146
H -2.05024 -2.15718 -0.37087
```

Atomic partial charges in e from the natural (NBO) method, atoms 1 to 5: C 1.038; C 0.833; C 0.167; C -0.609; C -0.253


[7]
Entry from the Open Molecules 2025 dataset: an isolated molecule of C7H13N3OSi in a non-equilibrium geometry (ωB97M-V/def2-TZVPD).

Results
Relative energy (zero: lowest compared OMol25 entry of this formula, charge and spin): 0.0 kJ/mol
Frontier orbital gap: 9.89 eV
E_HOMO: -9.65 eV
SMILES string: CC(=O)c1n[nH]nc1[Si](C)(C)C

XYZ file:
```
25
C7H13N3OSi ωB97M-V/def2-TZVPD
C 1.54031 0.41559 0.35441
C 0.18622 0.93428 0.33475
C 1.85109 -0.95749 -0.09914
C 3.26974 -1.24518 -0.54499
C -1.65191 -1.11985 1.53799
C -1.29641 -1.00368 -1.54393
C -2.74164 1.51896 -0.33473
N 2.38956 1.38992 0.73472
N 0.32312 2.23776 0.67904
N 1.58444 2.41907 0.94098
O 0.96464 -1.85054 -0.09317
Si -1.51026 0.12075 0.01439
H 3.36252 -1.34561 -1.58279
H 3.48360 -2.20017 -0.09563
H 3.90539 -0.27229 -0.31506
H -2.64547 -1.12710 1.97916
H -1.28230 -2.05525 1.17561
H -0.91552 -0.96997 2.38657
H -2.10650 -1.60338 -2.11669
H -0.87225 -0.18346 -2.08753
H -0.51536 -1.61698 -1.32242
H -3.54546 1.25001 0.46306
H -2.51011 2.58447 -0.24768
H -3.27390 1.38100 -1.33166
H 2.00647 3.29910 1.11474
```

Atomic partial charges in e from the natural (NBO) method, atoms 1 to 5: C -0.046; C -0.260; C 0.573; C -0.717; C -1.073


[8]
Entry from the Open Molecules 2025 dataset: an isolated ion of composition C7H13N4 and charge +1 in a non-equilibrium geometry (ωB97M-V/def2-TZVPD).

Results
Relative energy (zero: lowest compared OMol25 entry of this formula, charge and spin): 449.0 kJ/mol
Frontier orbital gap: 9.36 eV
E_HOMO: -13.67 eV
Charge: +1
SMILES string: [H]/N=C1/C=N[N@+]2(C)CCCN[C@H]12

XYZ file:
```
24
C7H13N4 ωB97M-V/def2-TZVPD
C 1.71408 0.30322 -1.56552
C 1.95782 0.39683 -0.13198
C -1.82822 1.04772 0.24784
C -1.20312 0.91584 1.61095
C -1.57125 -0.14171 -0.57695
C 0.74764 -0.12964 0.55958
C -0.06315 -2.06562 -0.79500
N 0.55016 -0.07948 -1.84146
N 3.08922 0.83109 0.25748
N 0.29797 0.88629 1.42227
N -0.14295 -0.53927 -0.62700
H 2.34787 0.50668 -2.52052
H -2.89825 1.13227 0.51329
H -1.47401 1.99064 -0.29632
H -1.16497 1.66536 2.32954
H -1.33611 -0.02278 2.08163
H -2.08082 -1.06508 -0.16095
H -1.81779 0.00100 -1.73178
H 0.94172 -1.16574 1.37303
H -0.09641 -2.19863 -1.86309
H 0.92602 -2.36054 -0.56048
H -0.83524 -2.50084 -0.16331
H 3.30493 0.80222 1.23192
H 0.63486 1.79017 1.20683
```

Atomic partial charges in e from the natural (NBO) method, atoms 1 to 5: C 0.076; C 0.152; C -0.468; C -0.223; C -0.220


[9]
Entry from the Open Molecules 2025 dataset: an isolated ion of composition C7H13N4O2S and charge +1 in a non-equilibrium geometry (ωB97M-V/def2-TZVPD).

Results
Relative energy (zero: lowest compared OMol25 entry of this formula, charge and spin): 431.1 kJ/mol
Frontier orbital gap: 8.65 eV
E_HOMO: -12.30 eV
Charge: +1
SMILES string: O=[N+]([O-])[C@@]1(N2CC[NH2+]CC2)C=NCS1

XYZ file:
```
27
C7H13N4O2S ωB97M-V/def2-TZVPD
C 2.06939 0.61804 1.31020
C -0.75344 -0.00907 -1.42434
C -1.05669 1.01414 0.67406
C -1.82698 -1.01235 -1.09727
C -2.07808 -0.04337 1.06337
C 3.60079 0.99130 -0.31527
C 1.19683 -0.06315 -0.04000
N 3.15618 1.11038 1.02146
N -0.10346 0.52077 -0.25205
N 1.17815 -1.48648 0.34512
N -2.80939 -0.41778 -0.21526
O 0.10679 -1.90859 0.78323
O 2.25332 -2.04610 0.32468
S 2.38403 0.23814 -1.36283
H 1.58844 0.64657 2.32469
H 0.06752 -0.44334 -2.06377
H -1.23512 0.87071 -1.98583
H -1.47153 1.96694 0.26904
H -0.44955 1.41649 1.52293
H -2.29820 -1.34173 -2.06467
H -1.34681 -1.85565 -0.47810
H -1.44360 -1.03174 1.25048
H -2.75553 0.40342 1.87328
H 3.85758 1.90369 -0.75631
H 4.63842 0.57313 -0.36002
H -3.09678 0.55250 -0.46960
H -3.37227 -1.16688 0.12277
```

Atomic partial charges in e from the natural (NBO) method, atoms 1 to 5: C 0.138; C -0.246; C -0.261; C -0.290; C -0.301


[10]
Entry from the Open Molecules 2025 dataset: a 2-piece molecular cluster, C7H13N5 overall in a non-equilibrium geometry (ωB97M-V/def2-TZVPD).

Results
Relative energy (zero: lowest compared OMol25 entry of this formula, charge and spin): 322.5 kJ/mol
Frontier orbital gap (alpha / beta): 8.03 / 8.03 eV
E_HOMO (alpha / beta): -7.46 / -7.45 eV

XYZ file:
```
25
C7H13N5 ωB97M-V/def2-TZVPD
C 1.05670 -1.27332 -0.69622
C 0.63549 -1.86706 1.28356
C -0.10947 -0.74963 1.13181
C -2.48396 0.82033 -1.28298
C -0.33881 0.79194 -0.77412
C 0.73015 -2.69329 2.56612
C 1.89930 1.66931 -1.21355
N 1.41325 -2.14024 0.15635
N 0.17619 -0.30644 -0.17264
N -1.07096 -0.23286 1.96567
N -0.05102 2.34977 -2.47782
N 0.40233 1.63585 -1.48044
H 1.38401 -1.14699 -1.74481
H -2.87721 1.80777 -1.08790
H -2.74580 -0.00560 -0.61293
H 1.55703 -2.12744 3.16027
H -0.16389 -2.89545 3.08921
H 1.31730 -3.65414 2.23384
H 2.52968 1.42153 -2.17872
H 2.16433 2.73206 -0.98358
H 2.28072 1.09624 -0.32023
H -0.72374 0.65131 2.45810
H -2.08718 -0.18025 1.64447
H -2.57213 0.53891 -2.29885
H 0.59462 3.05052 -2.73005
```

Atomic partial charges in e from the natural (NBO) method, atoms 1 to 5: C 0.204; C 0.098; C 0.233; C -0.520; C 0.345